[1]
DFT (ωB97M-V with the def2-TZVPD basis set) results for C25H21F4InO3 as an isolated structure.

The geometry in ORCA input format:
```
! wB97M-V def2-TZVPD RIJCOSX def2/J DEFGRID3
* xyz 2 1
In 25.400 -4.753 -8.669
O 24.626 -9.118 -9.113
C 25.011 -7.877 -8.794
O 25.851 -7.272 -9.516
O 24.435 -7.261 -7.855
H 25.369 -9.438 -9.667
F 22.882 -5.220 -7.248
C 21.771 -5.880 -6.956
C 21.441 -7.036 -7.675
C 20.318 -7.768 -7.249
C 19.594 -7.381 -6.150
C 20.015 -6.247 -5.419
C 21.057 -5.465 -5.859
H 21.989 -7.422 -8.522
H 20.039 -8.603 -7.881
H 18.692 -7.931 -5.922
H 19.360 -5.956 -4.606
H 21.316 -4.542 -5.359
F 22.151 -8.432 -4.299
C 22.316 -9.613 -4.871
C 21.718 -10.717 -4.242
C 21.761 -11.944 -4.846
C 22.473 -12.063 -6.063
C 23.143 -10.975 -6.641
C 23.038 -9.727 -6.073
H 21.158 -10.586 -3.325
H 21.361 -12.795 -4.317
H 22.621 -13.051 -6.486
H 23.753 -11.104 -7.522
H 23.515 -8.849 -6.495
F 26.794 -6.322 -6.603
C 27.723 -6.906 -5.813
C 28.990 -7.161 -6.321
C 29.970 -7.645 -5.476
C 29.686 -7.869 -4.127
C 28.421 -7.551 -3.629
C 27.417 -7.098 -4.469
H 29.260 -6.958 -7.350
H 30.924 -7.883 -5.923
H 30.416 -8.359 -3.498
H 28.157 -7.794 -2.608
H 26.440 -6.884 -4.058
F 26.351 -11.104 -10.196
C 25.867 -12.256 -10.691
C 24.954 -12.986 -9.948
C 24.419 -14.122 -10.522
C 24.749 -14.485 -11.826
C 25.602 -13.677 -12.579
C 26.212 -12.584 -11.998
H 24.608 -12.646 -8.983
H 23.823 -14.773 -9.896
H 24.309 -15.375 -12.252
H 25.892 -13.938 -13.587
H 26.958 -12.008 -12.529
*
```

Frontier orbital gap = 1.87 eV
E_HOMO = -13.6 eV

[2]
DFT (ωB97M-V with the def2-TZVPD basis set) results for a 2-piece molecular cluster, C4H7NO overall.

The geometry in ORCA input format:
```
! wB97M-V def2-TZVPD RIJCOSX def2/J DEFGRID3
* xyz 0 1
O 2.689 0.052 0.722
C 0.218 0.324 -1.001
C 0.027 -1.117 -0.534
C -1.235 -0.403 -0.296
N -1.156 0.297 0.980
C -0.530 1.068 -0.074
H 1.952 0.395 1.242
H 2.444 0.281 -0.185
H 0.502 -1.430 0.397
H 0.102 -1.845 -1.339
H -2.154 -0.440 -0.871
H -2.050 0.726 1.221
H -0.862 2.090 -0.257
*
```

Frontier orbital gap = 9.15 eV
E_HOMO = -8.4 eV

[3]
DFT (ωB97M-V with the def2-TZVPD basis set) results for C2H3ClS2 as an isolated structure.

The geometry in ORCA input format:
```
! wB97M-V def2-TZVPD RIJCOSX def2/J DEFGRID3
* xyz 0 1
C -1.654 0.103 -0.539
C 1.185 -0.215 0.381
S -3.172 0.208 -0.238
S -0.249 -0.198 1.363
Cl 1.708 1.505 -0.064
H -1.004 -0.028 -1.311
H 2.113 -0.405 0.908
H 1.073 -0.971 -0.499
*
```

Frontier orbital gap = 7.93 eV
E_HOMO = -9.0 eV

[4]
DFT (ωB97M-V with the def2-TZVPD basis set) results for C6H5BCl2F10IrNOSb as an isolated structure.

The geometry in ORCA input format:
```
! wB97M-V def2-TZVPD RIJCOSX def2/J DEFGRID3
* xyz 1 5
Ir 0.735 0.623 0.205
Cl -1.588 -2.669 -2.363
C -1.760 -2.736 -0.668
C -2.530 -3.689 -0.040
C -2.635 -3.697 1.347
C -1.977 -2.748 2.147
C -1.212 -1.804 1.533
Cl -0.365 -0.583 2.453
C -1.074 -1.762 0.111
N -0.323 -0.830 -0.418
H -3.045 -4.429 -0.638
H -3.242 -4.452 1.826
H -2.069 -2.769 3.224
F 2.287 -0.418 0.190
B 4.450 0.575 -1.113
F 4.243 1.604 -0.279
F 5.282 -0.364 -0.763
F 3.788 0.545 -2.241
F -0.909 1.807 0.269
Sb -0.810 3.359 -1.170
F -2.274 4.032 -0.281
F -1.833 2.249 -2.234
F -0.394 4.606 -2.451
F 0.701 2.186 -1.570
F 0.355 4.127 0.104
O 1.872 2.125 1.093
H 1.520 3.021 0.908
H 2.808 2.090 0.820
*
```

Frontier orbital gap (alpha / beta) = 8.61 / 6.52 eV
E_HOMO (alpha / beta) = -12.9 / -13.6 eV

[5]
DFT (ωB97M-V with the def2-TZVPD basis set) results for C3H7FIN2 as an isolated structure.

The geometry in ORCA input format:
```
! wB97M-V def2-TZVPD RIJCOSX def2/J DEFGRID3
* xyz 1 1
C -0.809 0.078 0.858
C 1.179 -1.023 -0.478
C -1.504 -0.353 2.164
N 0.993 0.139 0.276
N -1.378 0.592 -0.211
F -2.785 -0.710 2.162
I -1.063 1.681 2.908
H 2.101 -0.986 -0.887
H 0.934 -1.969 0.080
H 0.423 -1.016 -1.270
H -0.925 -1.213 2.729
H 1.600 0.063 1.081
H -2.370 0.360 -0.248
H -0.721 0.954 -0.890
*
```

Frontier orbital gap = 9.27 eV
E_HOMO = -14.3 eV